No. 1
119
Properties=species:S:1:pos:R:3:lowdin_spin:R:1 method="wB97M-V/def2-TZVPD" spin_multiplicity=5 gap_ev="3.08 / 4.68" s2=6.0420 energy_ha=-5285.857898 lumo_energy_ev="-1.3 / -1.3"
Te -0.47034 0.21231 5.07133 0.00
Cr -0.80192 0.21724 0.48017 2.85
S -3.66169 0.92975 1.73034 0.01
S -0.35842 -3.01993 1.36788 0.00
P 0.77936 1.00689 3.25528 0.01
F 4.26370 -3.36528 -2.07897 -0.01
O 0.55351 -0.40953 -0.71860 0.11
O 0.53834 -2.49387 2.35057 0.00
O -0.89778 1.95132 -0.35390 0.02
O 0.69794 2.61548 3.13280 0.00
O 2.32701 0.72349 3.55023 0.00
O 0.17373 -3.78279 0.26302 0.00
O 0.53211 0.55450 1.82655 0.04
O -0.84928 3.33678 -2.08264 0.01
O -2.14943 0.89013 1.79995 0.02
N 2.50056 1.62575 -3.69397 0.05
N -2.22195 -0.67254 -0.80123 -0.01
N -1.29939 -1.80048 0.86555 0.00
N 5.75773 -2.03131 -3.98221 0.02
N 8.02519 -3.66831 -4.38241 0.00
C -6.23984 1.02777 -0.16534 0.00
C -4.71100 4.27521 3.32280 0.00
C -1.51912 -4.06491 2.20806 0.00
C -2.58255 -6.18509 2.52909 0.00
C 8.14140 -2.36494 -3.63333 0.00
C 4.42000 3.12604 -4.14478 0.00
C -7.61103 1.07203 -0.36385 0.00
C -4.08667 1.85716 3.22880 0.00
C 0.73137 1.58066 -2.07574 0.01
C -0.42346 2.35513 -1.49061 0.01
C 3.19947 2.40517 -4.70262 0.00
C 6.91062 -3.62515 -5.39730 0.00
C 4.52536 -1.49156 -3.47597 0.18
C 2.98040 0.37493 -3.30340 0.03
C -8.30048 2.26539 -0.19417 0.00
C -3.12788 -4.34030 3.95659 0.00
C 1.41653 2.17989 -3.07715 0.09
C -3.71514 3.30931 3.21649 0.00
C 0.99198 3.43214 4.27233 0.00
C -3.31292 -5.67587 3.59441 0.00
C 2.26516 -0.30909 -2.27625 0.06
C 2.69682 -1.61394 -1.88110 0.16
C -2.07495 5.06046 3.01955 0.00
C -4.05686 2.12099 0.42968 0.00
C 1.15177 0.27604 -1.64488 0.15
C -3.07293 6.02014 3.12311 0.00
C 5.62418 -3.30380 -4.66349 0.01
C -7.61071 3.41252 0.17005 0.00
C 1.63619 4.70905 3.78098 0.00
C 6.80622 -2.07629 -2.97780 0.01
C -2.23632 -3.53401 3.27505 0.00
C -1.68299 -5.38571 1.83304 0.00
C -2.38721 3.71091 3.07875 0.00
C -3.16808 -1.57260 -2.77594 0.00
C -4.27043 -6.54522 4.36416 0.00
C -2.91362 -2.86014 -2.28973 0.00
C -5.54153 2.17449 0.21024 0.00
C -2.29328 -3.04895 -1.07713 0.00
C 4.09838 -0.20013 -3.88177 0.10
C 3.80436 -2.13782 -2.48094 0.02
C -4.39331 5.62532 3.28416 0.00
C -2.78334 -0.50405 -2.00080 0.00
C 3.53796 -0.40310 1.75993 0.00
C -1.95701 -1.90822 -0.33278 0.01
C -6.23892 3.36645 0.37422 0.00
C 3.27927 0.90219 2.47965 0.00
H -2.82310 7.07260 3.08017 0.00
H 7.81380 -4.40767 -3.70790 0.00
H 5.11937 2.41966 -3.69756 0.00
H -2.05103 -4.03416 -0.71177 0.00
H 1.64983 2.89595 4.95958 0.00
H 1.82439 5.38272 4.61858 0.00
H 4.18387 1.27820 2.96072 0.00
H -3.86211 -6.79513 5.34554 0.00
H -2.91207 0.52112 -2.33123 0.00
H 4.66919 0.29785 -4.65165 0.01
H -5.15722 1.71087 3.38040 0.00
H -1.10500 -5.77552 1.00511 0.00
H 6.86221 -1.10816 -2.48220 0.00
H -3.52720 1.29466 3.98432 0.00
H -2.07635 -2.50153 3.56481 0.00
H 2.91467 1.66363 1.78592 0.00
H 5.38502 -4.13153 -3.97573 0.00
H -3.63420 -1.41191 -3.73680 0.00
H 0.05743 3.63169 4.80156 0.00
H -5.17701 6.36692 3.37486 0.00
H -3.61303 3.08057 0.68885 0.00
H -5.22019 -6.03419 4.52644 0.00
H 8.90975 -3.90474 -4.82832 0.00
H -4.46928 -7.47761 3.83686 0.00
H -2.71488 -7.22111 2.23919 0.00
H -5.70241 0.09642 -0.30746 0.00
H 1.10357 3.15431 -3.42612 0.01
H 2.14707 -2.15699 -1.12473 0.01
H -3.18876 -3.72262 -2.88435 0.00
H 3.47333 1.74494 -5.52791 0.00
H 6.60695 -2.83378 -2.20088 0.00
H -3.51936 1.73089 -0.43403 0.00
H 7.16904 -2.84254 -6.10837 0.00
H -1.60362 2.96979 3.00188 0.00
H -5.69922 4.26133 0.65817 0.00
H 4.81076 -3.23754 -5.38449 0.00
H 2.48747 3.12788 -5.09983 0.00
H 2.58353 4.49328 3.28547 0.00
H 4.11642 3.83522 -3.37407 0.00
H 8.39124 -1.60471 -4.37138 0.00
H -1.04306 5.35937 2.88735 0.00
H 2.63574 -0.74572 1.25753 0.00
H -3.68855 -3.93237 4.78983 0.00
H 3.85079 -1.17059 2.46829 0.00
H 6.87909 -4.59338 -5.89410 0.00
H -8.14132 0.17457 -0.65520 0.00
H 4.93511 3.67484 -4.93454 0.00
H 0.98644 5.21417 3.06475 0.00
H -5.74474 3.96665 3.43320 0.00
H 4.32549 -0.26361 1.01406 0.00
H -8.14128 4.34786 0.29484 0.00
H -9.37088 2.30100 -0.35038 0.00
H 8.94948 -2.46997 -2.91126 0.00


No. 2
13
Properties=species:S:1:pos:R:3:nbo_charge:R:1 method="wB97M-V/def2-TZVPD" gap_ev=10.21 smiles="C=C1COCP1" energy_ha=-573.090443 lumo_energy_ev=1.0
P -1.44866 1.17660 -0.17547 0.46
O -0.92347 -1.25021 0.42768 -0.53
C 0.31241 -0.74568 -0.05752 -0.16
C 0.51926 0.73886 0.16092 -0.17
C 1.74417 1.36133 0.13789 -0.40
C -1.93954 -0.61986 -0.33948 -0.36
H -2.93931 -0.79310 0.12277 0.22
H -1.53840 1.06431 1.19703 -0.02
H -1.96088 -1.13944 -1.32328 0.19
H 2.62070 0.93086 0.22564 0.19
H 1.77715 2.42426 0.38031 0.20
H 0.40717 -1.04533 -1.03920 0.18
H 0.98742 -1.31602 0.51439 0.20


No. 3
95
Properties=species:S:1:pos:R:3:lowdin_charge:R:1 method="wB97M-V/def2-TZVPD" gap_ev=5.28 energy_ha=-7174.114919 total_charge=+1 lumo_energy_ev=-4.5
Bi 2.00083 -0.96891 0.70645 1.95
Br -5.04944 2.45559 -7.00976 0.77
Cl 3.54613 -6.50560 1.13049 0.68
Cl -1.47727 -5.31324 -0.88009 0.67
Cl 3.51193 -3.77613 2.64243 0.72
Cl 0.70362 -7.45940 -0.03216 0.75
Cl -0.77090 -2.32142 -0.50610 0.69
O -3.28303 -0.06853 -1.77674 0.04
O -2.58184 -1.24229 -4.09572 -0.10
N 2.56366 1.88873 0.38224 0.02
N 3.06585 0.01501 3.04910 -0.11
N 3.20453 2.09273 1.61813 -0.04
N 4.39797 -0.40502 0.43817 -0.02
N 4.97300 0.28181 1.55110 -0.02
N 1.67909 0.08111 2.92367 -0.01
N -5.29492 1.56923 -0.65520 0.13
N -5.50549 3.55975 -1.79183 0.18
C -0.22350 -0.93511 4.21281 -0.33
C 6.26981 0.13597 1.53623 -0.05
C -4.38589 1.63369 -5.45729 -0.68
C -6.12257 3.69273 -0.56763 -0.25
C -4.39841 1.74309 -3.04052 -0.11
C 1.53636 3.59284 1.48727 0.01
C -3.77668 0.38004 -5.45787 -0.05
C 4.06337 -2.43116 -1.82283 -0.07
C 0.56141 2.73310 -0.91104 -0.36
C 1.57917 2.73579 0.28238 -0.27
C 5.34855 -1.62571 -1.57972 -0.36
C 1.29575 -3.12599 1.13892 -0.45
C 0.97949 -5.81767 0.31296 -0.69
C -1.15054 -0.47701 3.06913 -0.05
C -3.36995 -0.13129 -4.18773 -0.18
C -5.06179 2.30121 -1.85804 -0.23
C -6.71438 4.80021 -0.00684 0.01
C -0.77913 3.14035 -0.35838 -0.07
C 6.61707 -2.49837 -1.86437 -0.06
C 1.20327 -0.77618 3.88511 -0.27
C 5.45209 -0.93989 -0.25692 -0.24
C 0.23859 -3.45835 0.30628 -0.75
C 2.30184 -1.38891 4.58511 -0.01
C 2.19811 -5.40128 0.94989 -0.66
C -7.28033 3.45880 1.95367 -0.09
C -6.72894 2.28932 1.36136 -0.02
C 6.64261 -0.63615 0.44874 0.01
C 2.23513 -4.08591 1.50166 -0.73
C -1.87005 -1.65144 -5.29891 -0.04
C 3.45908 -0.77552 4.11199 -0.03
C -0.01250 -4.85579 -0.00649 -0.64
C 0.71244 1.52817 -1.83845 -0.09
C -6.10372 2.46066 0.12700 -0.18
C -4.65639 2.34041 -4.26267 -0.08
C -3.70566 0.52039 -2.93178 -0.19
C -7.37778 4.66378 1.25802 -0.06
C -0.38985 -2.44136 4.65551 -0.04
C 2.64524 3.18452 2.23757 -0.06
B 4.03242 1.02241 2.40614 -0.65
H -3.76508 -0.20622 -6.38266 0.12
H -0.42932 -0.31034 5.07146 0.14
H -1.41401 -2.58504 4.90493 0.07
H 0.88003 4.42587 1.63222 0.09
H 4.49756 -0.92288 4.30358 0.13
H -5.45647 0.54705 -0.68504 0.17
H -1.50841 2.84100 -1.11615 0.07
H 6.74298 -3.21605 -1.03760 0.09
H -2.50909 -2.31518 -5.88428 0.10
H 6.82914 0.61650 2.37021 0.16
H -1.44381 -1.38969 2.50580 0.08
H 6.41733 -3.02991 -2.82874 0.09
H 3.88361 -2.69617 -2.84038 0.08
H 0.17292 -2.68926 5.55980 0.07
H 2.99935 3.52028 3.18719 0.11
H -0.75246 4.24155 -0.15746 0.10
H 5.31612 -0.83706 -2.35568 0.15
H -1.04850 2.55633 0.57553 0.10
H 1.74927 1.24962 -2.03894 0.07
H 7.67832 -0.69049 0.06916 0.12
H -0.68776 0.17089 2.28778 0.06
H -1.04987 -2.28123 -4.93630 0.09
H -3.38195 0.68116 -1.14789 0.10
H 0.27735 1.73753 -2.77250 0.06
H -5.04179 3.32780 -4.27426 0.09
H -6.84727 1.36114 1.88577 0.10
H -6.68267 5.72573 -0.49908 0.09
H -7.94225 5.44831 1.68214 0.09
H 0.25959 0.57903 -1.49189 0.04
H -1.99190 0.05583 3.42769 0.07
H 3.21529 -1.72867 -1.61631 0.02
H -7.71624 3.34194 2.95735 0.11
H 7.57719 -1.96774 -2.04902 0.09
H 3.93142 -3.27466 -1.08823 0.10
H -0.02525 -3.12019 3.78801 0.11
H -1.51275 -0.77614 -5.78428 0.08
H 2.12362 -2.25797 5.18558 0.10
H 4.72315 1.54466 3.33781 0.14
H 0.98513 3.53489 -1.55973 0.15